Here is C37H36N6O5V as an isolated structure from the OMol25 dataset. Energies are from ωB97M-V/def2-TZVPD.

The geometry in XYZ format:
```
85
Properties=species:S:1:pos:R:3
V 0.518 0.476 -0.135
C 0.807 -3.649 1.364
C 0.439 -2.296 1.316
N 1.155 -1.392 0.684
C 2.321 -1.764 0.062
C 2.744 -3.102 0.039
C 1.940 -4.048 0.714
C 3.941 -3.434 -0.641
C 4.654 -2.443 -1.250
C 4.240 -1.092 -1.211
C 3.092 -0.718 -0.552
N 2.555 0.546 -0.385
C 3.278 1.651 -0.015
C 4.554 2.037 -0.365
C 5.130 3.204 0.187
C 4.468 3.988 1.086
C 3.160 3.616 1.489
C 2.401 4.307 2.457
C 1.173 3.834 2.823
C 0.667 2.678 2.205
N 1.333 2.029 1.275
C 2.576 2.472 0.924
H 0.173 -4.354 1.885
H -0.478 -1.946 1.775
H 2.236 -5.090 0.705
H 4.267 -4.466 -0.673
H 5.561 -2.688 -1.788
H 4.824 -0.358 -1.743
H 5.127 1.464 -1.076
H 6.131 3.478 -0.122
H 4.923 4.877 1.503
H 2.811 5.202 2.911
H 0.576 4.334 3.573
H -0.301 2.279 2.474
O -1.257 4.711 -4.142
C -0.853 3.746 -3.291
C -0.036 2.688 -3.699
C 0.340 1.770 -2.745
N -0.019 1.929 -1.482
C -0.940 2.813 -1.119
C -1.367 3.786 -1.991
C -1.569 2.399 0.206
O -2.413 3.070 0.750
O -1.133 1.222 0.595
C 0.892 0.365 -2.974
O 1.402 0.052 -4.023
O 0.625 -0.414 -1.955
H -0.875 4.563 -5.014
H 0.252 2.546 -4.734
H -2.117 4.509 -1.706
N 1.176 -0.174 3.842
H 1.557 0.426 4.566
H 1.932 -0.387 3.201
H 0.908 -1.042 4.291
C -3.072 -6.820 -0.922
C -2.437 -5.458 -1.063
C -1.434 -5.238 -2.012
C -0.825 -3.987 -2.162
C 0.289 -3.774 -3.155
C -1.245 -2.956 -1.351
C -2.245 -3.127 -0.355
C -2.837 -4.420 -0.243
N -2.480 -2.032 0.382
C -3.465 -1.988 1.462
C -3.369 -0.580 2.054
C -4.885 -2.157 0.896
C -3.162 -3.013 2.587
H -2.744 -7.493 -1.713
H -4.160 -6.753 -0.965
H -2.810 -7.276 0.035
H -1.125 -6.059 -2.650
H 0.186 -4.436 -4.015
H 1.257 -3.980 -2.690
H 0.321 -2.742 -3.502
H -0.798 -1.979 -1.448
H -3.609 -4.610 0.488
H -3.601 0.176 1.304
H -2.355 -0.384 2.408
H -4.061 -0.476 2.893
H -5.041 -1.440 0.089
H -5.614 -1.953 1.682
H -5.072 -3.154 0.504
H -2.650 -2.520 3.414
H -2.528 -3.829 2.246
H -4.083 -3.446 2.981
```

The total charge is 0. The HOMO-LUMO gap (spin up / spin down) comes out at 0.2514 / 0.2210 Ha. Its spin multiplicity is 2. As for the highest occupied orbital energy (spin up / spin down): -0.2532 / -0.2532 hartree. The total energy comes out at -83822.0877 eV. The calculation puts the molar mass at 695.7 g mol⁻¹. The calculation puts the lowest unoccupied orbital energy (spin up / spin down) at -0.05 / -0.88 eV.